Molecular formula: C16H18NO
Method: DFT, ωB97M-V with the def2-TZVPD basis set

Results
Frontier orbital gap, eV: 7.121
Strongest force on any atom, hartree/bohr: 0.0512
HOMO level, eV: -12.16
Net charge: +1
E_tot, eV: -20414.8694

Atoms and positions in Å:
C  2.512  -1.039  -0.158
C  1.421  -0.705  0.750
N  0.147  -0.946  0.468
C  -0.906  -0.833  1.407
C  -0.803  -0.582  2.761
C  -2.003  -0.515  3.492
C  -3.242  -0.684  2.850
C  -3.316  -0.950  1.477
C  -2.133  -1.036  0.742
C  -1.837  -1.304  -0.647
C  -0.427  -1.270  -0.803
C  0.173  -1.482  -2.032
C  -0.657  -1.745  -3.137
C  -2.052  -1.764  -2.995
C  -2.655  -1.547  -1.749
H  3.439  -0.963  0.426
H  2.451  -2.045  -0.596
H  2.594  -0.300  -0.968
H  1.631  -0.362  1.758
H  0.178  -0.457  3.215
H  -1.970  -0.330  4.564
H  -4.156  -0.603  3.438
H  -4.262  -1.092  0.960
H  1.251  -1.453  -2.134
H  -0.208  -1.934  -4.112
H  -2.673  -1.950  -3.870
H  -3.735  -1.561  -1.606
C  2.804  4.083  -0.797
C  2.264  2.954  0.055
O  1.854  1.861  -0.765
H  3.271  4.832  -0.156
H  3.540  3.746  -1.530
H  1.981  4.568  -1.328
H  3.045  2.612  0.748
H  1.412  3.334  0.636
H  1.066  1.462  -0.365

Molecular formula: C25H26CrN9O3S8
Method: DFT, ωB97M-V with the def2-TZVPD basis set

Results
Expectation value of S²: 3.804
Energy relative to the best compared isomer or geometry (same formula, charge and spin), kcal/mol: 7.50
Frontier orbital gap (alpha / beta), eV: 5.966 / 6.128
Strongest force on any atom, hartree/bohr: 0.0366
HOMO level (alpha / beta), eV: -6.46 / -6.55
Net charge: 0
Spin multiplicity: 4
E_tot, eV: -161005.5447

Atoms and positions in Å:
Cr  -0.479  0.283  -1.155
O  -0.135  -3.988  -1.641
C  0.135  -3.998  -2.959
C  0.555  -5.191  -3.547
C  0.830  -5.247  -4.897
C  0.703  -4.116  -5.694
C  0.327  -2.921  -5.121
C  0.041  -2.847  -3.758
C  -0.273  -1.556  -3.143
O  -0.827  -1.492  -1.983
N  0.083  -0.472  -3.781
N  -0.194  0.669  -3.085
C  -0.528  1.637  -3.876
S  -0.762  3.280  -3.378
C  -1.128  3.910  -5.063
C  -1.738  2.780  -5.856
S  -0.724  1.283  -5.582
H  -0.517  -3.110  -1.418
H  0.644  -6.057  -2.911
H  1.142  -6.179  -5.339
H  0.902  -4.171  -6.753
H  0.240  -2.017  -5.703
H  -0.195  4.262  -5.505
H  -1.819  4.743  -4.942
H  -1.754  2.980  -6.925
H  -2.745  2.548  -5.508
S  -3.407  6.807  0.260
C  -2.783  5.320  0.012
S  -3.663  4.006  -0.731
C  -2.384  2.808  -0.644
C  -1.216  3.225  -0.083
S  0.188  2.238  0.046
S  -1.161  4.877  0.491
S  -2.664  1.241  -1.285
N  3.631  -2.686  0.001
N  2.987  -1.689  -0.628
N  3.531  -0.914  -1.526
C  2.549  -0.086  -1.837
N  1.447  -0.359  -1.131
N  1.739  -1.400  -0.381
H  4.612  -2.680  -0.255
H  3.471  -2.635  1.010
H  2.635  0.702  -2.555
C  -3.298  -1.401  4.103
C  -3.010  0.023  4.561
C  -2.260  0.838  3.507
N  -0.903  0.370  3.326
C  -0.469  -0.241  2.231
S  -1.494  -0.691  0.980
N  0.837  -0.624  2.079
C  1.996  -0.574  2.805
O  2.942  -1.232  2.402
C  2.074  0.251  4.030
C  2.549  -0.352  5.191
C  2.705  0.396  6.342
C  2.410  1.751  6.329
C  1.969  2.361  5.164
C  1.790  1.616  4.011
H  -3.795  -1.960  4.892
H  -2.388  -1.927  3.829
H  -3.943  -1.391  3.230
H  -2.432  0.012  5.489
H  -3.954  0.532  4.759
H  -2.219  1.888  3.810
H  -2.773  0.759  2.547
H  -0.236  0.608  4.049
H  0.976  -1.171  1.214
H  2.780  -1.407  5.172
H  3.069  -0.079  7.241
H  2.542  2.338  7.226
H  1.770  3.422  5.146
H  1.465  2.088  3.094